w:
{
  "formula": "C6H15N2",
  "method": "ωB97M-V with the def2-TZVPD basis set",
  "total_charge": 1,
  "smiles": "[H]/N=C(/CC)C(C)(C)[NH3+]",
  "species": ["H", "H", "H", "H", "H", "H", "C", "H", "H", "N", "H", "C", "C", "H", "C", "C", "H", "H", "N", "H", "H", "H", "C"],
  "coordinates": [[-1.818, 0.269, 1.397], [0.910, 2.643, -0.115], [1.773, -0.327, -1.939], [-0.830, -2.554, 1.345], [0.341, -2.283, -1.149], [-1.432, -2.048, 2.937], [-1.048, -0.425, 1.514], [2.332, 1.138, -1.186], [-0.261, 0.291, 1.986], [-0.198, -1.895, -0.410], [0.328, 1.620, -2.288], [1.859, 0.207, -0.977], [-0.323, -0.741, 0.015], [2.503, -0.283, -0.232], [-1.417, -1.828, 1.951], [0.536, 1.777, 0.348], [-1.295, 1.314, -1.892], [-0.423, 2.092, 0.599], [-0.307, 0.903, -1.834], [-2.494, -1.891, 1.566], [-0.291, -0.072, -2.335], [1.099, 1.578, 1.233], [0.458, 0.515, -0.537]],
  "nbo_charge": [0.212, 0.228, 0.207, 0.250, 0.386, 0.227, -0.427, 0.228, 0.215, -0.640, 0.447, -0.640, 0.328, 0.277, -0.629, -0.639, 0.467, 0.223, -0.736, 0.214, 0.461, 0.253, 0.088]
}

=====

x:
{
  "formula": "C6H15N2",
  "method": "ωB97M-V with the def2-TZVPD basis set",
  "total_charge": 1,
  "smiles": "C/C(=C\\N)CCC[NH3+]",
  "species": ["N", "H", "H", "H", "H", "H", "H", "C", "H", "H", "H", "H", "N", "H", "H", "H", "C", "H", "C", "C", "C", "C", "H"],
  "coordinates": [[-1.768, 0.662, 2.247], [-1.662, 1.162, 3.138], [0.090, 1.220, 1.792], [2.972, -1.668, -0.930], [1.868, -1.079, -2.079], [0.294, 1.129, -1.834], [-1.543, -0.743, -1.308], [0.490, 1.126, -0.739], [-2.867, -0.260, -0.338], [2.662, 1.142, -0.589], [0.982, -1.894, 0.691], [-2.814, 0.640, 2.112], [0.772, -1.992, -0.399], [-2.123, 0.986, -1.607], [-0.192, -1.530, -0.457], [1.811, 0.070, 0.626], [1.829, 0.261, -0.468], [0.971, -2.924, -0.760], [-0.644, 0.541, -0.020], [-1.873, 0.156, -0.828], [-0.788, 0.872, 1.303], [1.949, -1.138, -1.071], [0.754, 2.158, -0.452]],
  "nbo_charge": [-0.807, 0.399, 0.184, 0.245, 0.221, 0.224, 0.167, -0.415, 0.240, 0.272, 0.458, 0.405, -0.743, 0.244, 0.486, 0.190, -0.438, 0.450, -0.262, -0.637, 0.088, -0.209, 0.238]
}

=====

In eV, relative to the most stable structure: w 0.086; x 0.000.

=====

w:
{
  "formula": "C6H15N2",
  "method": "ωB97M-V with the def2-TZVPD basis set",
  "total_charge": 1,
  "smiles": "C/C(=C\\N)C[C@@H](C)[NH3+]",
  "species": ["H", "H", "H", "H", "C", "N", "H", "H", "H", "N", "C", "H", "C", "H", "H", "C", "H", "H", "H", "H", "C", "C", "H"],
  "coordinates": [[-1.999, 1.723, -2.580], [-0.736, -1.375, 0.347], [1.107, 0.815, 1.734], [2.904, -0.574, 0.402], [1.201, -1.363, 2.317], [-2.213, 2.097, -1.610], [2.161, -1.169, 2.671], [-1.261, -0.139, -2.699], [-0.217, -1.263, -1.742], [1.898, -0.496, 0.133], [0.898, -0.248, 1.338], [0.380, 0.346, -2.345], [-1.636, 1.518, -0.490], [-1.250, -0.014, 1.349], [0.504, -1.191, 3.195], [-0.840, 0.428, -0.608], [1.224, -2.386, 1.846], [1.529, 0.223, -0.563], [-2.620, 3.027, -1.685], [1.812, -1.479, -0.185], [-0.456, -0.325, 0.664], [-0.435, -0.160, -1.961], [-1.955, 2.006, 0.471]],
  "nbo_charge": [0.391, 0.218, 0.242, 0.449, -0.640, -0.817, 0.220, 0.237, 0.205, -0.741, -0.009, 0.205, 0.062, 0.258, 0.264, -0.190, 0.226, 0.480, 0.413, 0.433, -0.474, -0.650, 0.218]
}

=====

x:
{
  "formula": "C6H15N2",
  "method": "ωB97M-V with the def2-TZVPD basis set",
  "total_charge": 1,
  "smiles": "C/N=[N+](/C)C(C)(C)C",
  "species": ["N", "H", "H", "H", "H", "H", "C", "H", "H", "C", "H", "H", "H", "H", "C", "H", "C", "H", "N", "H", "C", "C", "H"],
  "coordinates": [[0.531, 0.800, -0.118], [-0.280, -0.428, -1.948], [0.029, 2.281, -1.716], [3.180, -0.817, 0.835], [-1.050, -0.562, 2.317], [-1.023, -1.973, 1.355], [0.372, 2.102, -0.665], [-2.303, 1.291, -0.603], [1.696, -1.714, 0.341], [-1.952, 0.606, 0.184], [-1.363, -1.682, -1.272], [-2.760, -0.140, 0.236], [0.410, -1.248, 1.784], [-1.998, 1.311, 1.061], [-0.607, -0.997, 1.443], [-0.274, 2.712, -0.026], [-0.643, -0.146, 0.170], [0.335, -1.737, -0.895], [1.688, 0.389, -0.103], [1.281, 2.627, -0.613], [2.317, -0.818, 0.117], [-0.458, -1.031, -1.031], [2.873, -0.828, -0.852]],
  "nbo_charge": [0.052, 0.223, 0.269, 0.300, 0.245, 0.255, -0.464, 0.246, 0.216, -0.655, 0.256, 0.256, 0.223, 0.232, -0.637, 0.246, 0.090, 0.220, 0.009, 0.259, -0.506, -0.630, 0.295]
}

=====

In eV, relative to the most stable structure: w 0.000; x 1.755.

=====

w:
{
  "formula": "C6H15N2",
  "method": "ωB97M-V with the def2-TZVPD basis set",
  "total_charge": 1,
  "smiles": "C=CC[C@@H]([NH3+])CNC",
  "species": ["C", "H", "C", "H", "H", "N", "H", "H", "N", "H", "C", "H", "H", "C", "H", "H", "H", "C", "H", "H", "H", "H", "C"],
  "coordinates": [[-0.028, 0.398, 1.674], [-0.737, -1.934, -2.259], [0.272, 0.951, -0.898], [1.040, -1.469, -2.414], [0.165, 2.049, -0.973], [-0.254, 0.155, -2.048], [-2.699, 0.746, 0.898], [1.314, 0.501, -0.666], [-1.996, 1.288, 0.406], [-1.915, 2.246, 0.747], [0.112, -1.261, -1.932], [-1.150, -0.533, 0.031], [-0.017, 0.480, -3.055], [0.872, -0.807, 1.607], [0.162, -1.734, -0.922], [0.392, -1.780, 1.445], [-0.645, 0.248, 2.550], [2.190, -0.800, 1.403], [2.611, -1.752, 1.180], [0.570, 1.330, 1.852], [-2.431, 1.264, -0.570], [2.886, -0.030, 1.694], [-0.714, 0.444, 0.253]],
  "nbo_charge": [-0.492, 0.218, -0.251, 0.209, 0.223, -0.682, 0.441, 0.237, -0.697, 0.445, -0.458, 0.225, 0.403, -0.188, 0.203, 0.201, 0.236, -0.366, 0.211, 0.229, 0.453, 0.213, -0.014]
}

=====

x:
{
  "formula": "C6H15N2",
  "method": "ωB97M-V with the def2-TZVPD basis set",
  "total_charge": 1,
  "species": ["H", "C", "H", "H", "H", "N", "C", "C", "C", "H", "H", "N", "C", "H", "H", "H", "H", "H", "H", "C", "H", "H", "H"],
  "coordinates": [[-0.856, -2.476, -1.066], [0.395, -0.069, -0.285], [-1.246, 0.864, 1.003], [3.557, -5.055, 1.237], [-1.485, -0.210, -2.925], [-0.759, 1.767, 0.970], [0.301, 0.376, -1.737], [-0.671, -0.688, -2.337], [0.589, 1.143, 0.763], [1.356, -0.627, -0.225], [-0.096, 1.960, 2.964], [-0.696, -0.761, 0.097], [-1.227, -1.438, -1.093], [1.374, 1.852, 0.474], [-0.029, 1.391, -1.955], [0.934, 0.713, 1.717], [-0.714, 3.478, 2.189], [-1.860, 2.287, 2.749], [1.292, 0.261, -2.169], [-0.853, 2.412, 2.305], [-2.324, -1.355, -0.982], [-0.171, -1.401, -3.005], [3.188, -4.424, 1.312]],
  "nbo_charge": [0.328, -0.242, 0.335, 0.027, 0.255, -0.566, -0.412, -0.437, -0.184, 0.412, 0.182, 0.180, -0.341, 0.228, 0.267, 0.192, 0.224, 0.231, 0.241, -0.428, 0.290, 0.245, -0.026]
}

=====

In eV, relative to the most stable structure: w 0.000; x 3.723.

=====

w:
{
  "formula": "C7H8N2",
  "method": "ωB97M-V with the def2-TZVPD basis set",
  "total_charge": 0,
  "smiles": "[H]/N=C1/c2cc[nH]c2[C@@H]1C",
  "species": ["H", "N", "H", "C", "H", "C", "C", "C", "H", "C", "H", "H", "C", "C", "N", "H", "H"],
  "coordinates": [[1.878, 1.241, 0.050], [1.375, -1.490, -1.466], [-0.674, -2.821, 1.405], [-0.257, 0.296, 0.784], [0.320, 0.760, -2.378], [1.051, 0.859, -0.397], [0.538, 1.559, -1.612], [-1.592, -0.878, 1.995], [1.967, -1.135, -2.222], [-0.766, -1.788, 1.357], [1.151, 2.455, -1.991], [-0.393, 2.054, -1.254], [0.110, -1.040, 0.561], [1.003, -0.722, -0.521], [-1.362, 0.396, 1.465], [-1.941, 1.289, 1.561], [-2.408, -1.034, 2.664]],
  "nbo_charge": [0.209, -0.688, 0.228, 0.209, 0.237, -0.164, -0.665, -0.082, 0.342, -0.251, 0.222, 0.226, -0.241, 0.313, -0.538, 0.430, 0.213]
}

=====

x:
{
  "formula": "C7H8N2",
  "method": "ωB97M-V with the def2-TZVPD basis set",
  "total_charge": 0,
  "smiles": "C1=C[C@@H]2CC=N[C@@H]2N=C1",
  "species": ["C", "H", "N", "H", "H", "N", "C", "C", "C", "H", "C", "H", "H", "H", "C", "C", "H"],
  "coordinates": [[-0.411, 0.492, -1.456], [0.231, 2.639, -1.796], [0.302, 0.955, 2.098], [0.448, -2.065, -0.482], [1.587, -0.139, 3.166], [-0.115, 2.218, 0.153], [1.069, -1.216, 1.343], [0.342, -1.248, 0.225], [-0.657, -0.203, -0.116], [-1.663, -0.617, -0.047], [-0.054, 1.902, -1.060], [-1.540, 1.347, 1.354], [0.399, 0.037, -2.032], [1.770, -2.002, 1.576], [-0.539, 1.120, 0.973], [0.987, -0.094, 2.262], [-1.306, 0.508, -2.084]],
  "nbo_charge": [-0.485, 0.187, -0.385, 0.201, 0.181, -0.382, -0.295, -0.107, -0.310, 0.226, 0.132, 0.202, 0.222, 0.216, 0.075, 0.094, 0.228]
}

=====

y:
{
  "formula": "C7H8N2",
  "method": "ωB97M-V with the def2-TZVPD basis set",
  "total_charge": 0,
  "species": ["C", "C", "C", "N", "H", "N", "H", "H", "C", "H", "H", "C", "H", "C", "C", "H", "H"],
  "coordinates": [[-0.094, 0.147, -0.346], [1.114, 0.863, -0.655], [-3.631, 0.403, 0.439], [-0.831, -2.207, 0.062], [2.801, -1.313, -0.305], [-2.364, 0.556, 0.250], [-3.854, 0.450, 1.464], [3.896, -0.524, 1.055], [-0.473, -1.097, -0.225], [-1.424, -2.918, -0.313], [0.969, 1.944, -0.812], [2.337, 0.724, 0.308], [1.452, 0.550, -1.624], [3.006, -0.432, 0.339], [-1.261, 0.904, -0.098], [-4.267, 0.381, -0.407], [2.624, 1.570, 0.866]],
  "nbo_charge": [-0.371, -0.440, -0.288, -0.645, 0.198, -0.299, 0.194, 0.201, 0.551, 0.418, 0.237, -0.165, 0.217, -0.402, 0.200, 0.193, 0.202]
}

=====

In eV, relative to the most stable structure: w 2.331; x 0.000; y 3.694.

=====

w:
{
  "formula": "C6H9N2",
  "method": "ωB97M-V with the def2-TZVPD basis set",
  "total_charge": 1,
  "species": ["H", "H", "C", "C", "C", "N", "H", "H", "H", "H", "C", "H", "C", "H", "H", "N", "C"],
  "coordinates": [[-0.688, -1.303, 1.895], [-2.051, 2.204, -1.308], [-1.672, 1.396, -0.649], [3.354, 0.171, 0.332], [3.007, -0.018, -0.791], [-2.284, 0.321, -0.679], [3.911, 0.220, 1.204], [2.524, -0.319, -1.769], [0.205, -1.280, 0.218], [0.661, 0.862, 1.769], [-0.004, 0.576, 0.985], [-0.260, 2.548, 0.495], [-1.973, -0.814, 0.002], [-1.887, -1.584, -0.793], [-2.836, -1.149, 0.733], [-0.533, 1.499, 0.237], [-0.570, -0.757, 0.808]],
  "nbo_charge": [0.287, 0.253, 0.211, -0.263, -0.231, -0.317, 0.243, 0.261, 0.291, 0.250, 0.343, 0.456, -0.254, 0.258, 0.256, -0.490, -0.553]
}

=====

x:
{
  "formula": "C6H9N2",
  "method": "ωB97M-V with the def2-TZVPD basis set",
  "total_charge": 1,
  "smiles": "[H]/N=C1/C=[N+]=CCCC1",
  "species": ["H", "C", "N", "H", "H", "C", "C", "H", "C", "H", "H", "H", "N", "H", "H", "C", "C"],
  "coordinates": [[0.901, -2.376, 1.000], [-0.509, 1.307, -0.354], [1.288, -1.126, -0.510], [-0.907, 1.637, 0.585], [1.572, 0.190, -2.110], [0.553, -1.482, 0.445], [-1.216, -0.043, -0.584], [-0.907, -0.451, -1.608], [1.428, 0.056, -1.026], [1.090, 1.517, 1.873], [-2.383, 0.015, -0.527], [-1.423, -1.838, 0.713], [1.565, 1.012, 1.147], [-0.917, -0.436, 1.425], [-0.315, 2.002, -1.120], [-0.783, -1.001, 0.592], [0.962, 1.017, 0.059]],
  "nbo_charge": [0.250, -0.465, -0.305, 0.240, 0.265, 0.315, -0.400, 0.225, 0.230, 0.369, 0.276, 0.280, -0.544, 0.267, 0.259, -0.524, 0.263]
}

=====

In eV, relative to the most stable structure: w 0.841; x 0.000.

=====

w:
{
  "formula": "C4H5N3O2S",
  "method": "ωB97M-V with the def2-TZVPD basis set",
  "total_charge": 0,
  "smiles": "[H]/N=[N+](\\[S-])n1c(O)ccc1O",
  "species": ["N", "H", "C", "N", "H", "C", "N", "C", "S", "C", "O", "H", "H", "H", "O"],
  "coordinates": [[-1.308, -2.026, 0.472], [-1.549, 2.473, -0.421], [1.041, -0.757, -0.106], [-1.409, -0.796, 0.160], [3.001, 0.196, -0.152], [0.019, 1.285, 0.061], [-0.219, -0.096, 0.101], [1.320, 1.540, -0.168], [-2.894, 0.124, -0.283], [1.953, 0.235, -0.242], [-0.973, 2.074, 0.346], [0.303, -2.354, -0.016], [1.755, 2.513, -0.345], [-2.184, -2.382, 0.779], [1.143, -2.028, -0.185]],
  "nbo_charge": [-0.445, 0.511, 0.459, 0.084, 0.229, 0.408, -0.250, -0.290, -0.132, -0.370, -0.681, 0.489, 0.237, 0.379, -0.629]
}

=====

x:
{
  "formula": "C4H5N3O2S",
  "method": "ωB97M-V with the def2-TZVPD basis set",
  "total_charge": 0,
  "smiles": "Cn1[nH]c(=O)c(=O)[nH]c1=S",
  "species": ["N", "C", "H", "N", "C", "H", "H", "N", "C", "S", "H", "H", "O", "C", "O"],
  "coordinates": [[1.601, -0.540, 0.520], [0.912, -1.672, 0.994], [2.602, -0.648, 0.645], [-1.029, -0.493, -0.040], [1.119, 0.492, -0.227], [-2.012, 1.349, -1.138], [-0.416, 2.373, -1.595], [-0.232, 0.488, -0.428], [-0.971, 1.727, -0.756], [2.006, 1.839, -0.620], [-1.947, -0.454, -0.455], [-1.198, 2.261, 0.060], [1.487, -2.555, 1.597], [-0.574, -1.651, 0.560], [-1.347, -2.516, 0.883]],
  "nbo_charge": [-0.618, 0.593, 0.444, -0.418, 0.255, 0.184, 0.271, -0.236, -0.394, -0.213, 0.419, 0.203, -0.501, 0.541, -0.530]
}

=====

In eV, relative to the most stable structure: w 3.563; x 0.000.